No. 1
The following is a DFT calculation (ωB97M-V/def2-TZVPD) of an isolated molecule of C5H10NO2 at a distorted geometry.

Output
LUMO level (spin up / spin down)	0.345 / 0.473	eV
expectation value of S²	0.7546
HOMO (spin up / spin down)	-3.15 / -9.59	eV
relative energy (zero: lowest compared OMol25 entry of this formula, charge and spin)	3.151	eV

Geometry as ORCA input:
```
! RIJCOSX wB97M-V def2-TZVPD def2/J DEFGRID3
* xyz 0 2
O -0.90 -0.01 2.98
C -0.74 0.67 1.99
O -0.94 2.04 1.92
C -0.62 0.12 0.57
C 0.65 -0.64 0.14
C 0.56 -1.19 -1.22
C 1.49 -1.79 -1.98
N -0.73 1.28 -0.42
H -0.72 2.57 2.70
H -1.53 -0.47 0.33
H 1.60 -0.30 0.53
H 0.74 -1.49 0.86
H -0.44 -1.22 -1.65
H 1.28 -2.17 -2.98
H 2.50 -2.02 -1.68
H -0.22 2.11 -0.12
H -0.31 0.94 -1.33
H -1.69 1.58 -0.63
*
```

No. 2
The following is a DFT calculation (ωB97M-V/def2-TZVPD) of a structure of composition H12O6Pt.

Output
LUMO level (spin up / spin down)	-7.327 / -8.434	eV
expectation value of S²	2.0023
HOMO (spin up / spin down)	-17.80 / -18.67	eV
relative energy (zero: lowest compared OMol25 entry of this formula, charge and spin)	0.179	eV

Geometry as ORCA input:
```
! RIJCOSX wB97M-V def2-TZVPD def2/J DEFGRID3
* xyz 2 3
Pt 0.03 -0.08 0.07
O 1.24 -0.89 1.76
H 1.28 -1.83 2.00
H 1.89 -0.44 2.30
O 1.98 0.17 -1.09
H 1.94 -0.04 -2.03
H 2.82 0.62 -0.96
O -1.86 -0.04 1.43
H -2.00 -0.61 2.19
H -2.75 0.15 1.10
O 0.33 1.93 0.91
H -0.32 2.61 1.13
H 1.09 2.40 0.56
O -1.26 0.78 -1.63
H -1.05 1.41 -2.32
H -2.21 0.81 -1.53
O -0.37 -2.07 -1.00
H -0.19 -3.02 -0.98
H -0.59 -1.87 -1.92
*
```

No. 3
The following is a DFT calculation (ωB97M-V/def2-TZVPD) of a cluster of 3 separate species, C3H4INS in total at a distorted geometry.

Output
LUMO level	0.111	eV
HOMO	-9.08	eV
relative energy (zero: lowest compared OMol25 entry of this formula, charge and spin)	1.293	eV

Geometry as ORCA input:
```
! RIJCOSX wB97M-V def2-TZVPD def2/J DEFGRID3
* xyz 0 1
C -0.69 -0.24 -0.98
C 1.41 -0.03 -0.42
C -0.72 -0.95 0.21
N 0.52 0.24 -1.27
S 0.78 -1.04 0.94
I -2.59 -1.56 1.05
H -1.56 -0.17 -1.64
H 2.43 0.07 -0.58
H 0.64 1.98 1.30
H -0.22 1.70 1.38
*
```

No. 4
The following is a DFT calculation (ωB97M-V/def2-TZVPD) of a cluster of 7 separate species, C24H59BIN8O8 in total at a distorted geometry.

Output
LUMO level	1.772	eV
HOMO	-4.40	eV

Geometry as ORCA input:
```
! RIJCOSX wB97M-V def2-TZVPD def2/J DEFGRID3
* xyz -1 1
C -2.97 -1.99 0.64
C -1.88 -0.98 0.97
O -2.18 -0.22 2.17
C -0.53 -1.65 1.17
N -0.56 -2.55 2.33
C 0.21 -3.79 2.13
C -0.64 -4.98 1.69
O -0.27 -5.59 0.48
B -0.50 -4.85 -0.73
I 1.54 -4.09 -1.60
C -1.19 -5.72 -1.92
N -1.98 -4.85 -2.83
H -3.36 -1.79 -0.36
H -3.80 -1.89 1.34
H -2.61 -3.01 0.70
H -1.79 -0.26 0.15
H -2.63 0.58 1.88
H -0.25 -2.19 0.27
H 0.20 -0.85 1.32
H -0.10 -2.08 3.09
H 1.05 -3.66 1.44
H 0.64 -4.03 3.10
H -0.57 -5.76 2.46
H -1.69 -4.67 1.68
H -1.13 -3.83 -0.53
H -1.84 -6.48 -1.47
H -0.42 -6.25 -2.48
H -1.58 -3.91 -2.78
H -1.84 -5.14 -3.79
C -4.78 0.20 -4.32
C -4.37 -0.78 -3.24
O -3.41 -0.58 -2.51
N -5.10 -1.92 -3.11
C -6.25 -2.34 -3.88
H -4.11 1.05 -4.29
H -4.72 -0.27 -5.30
H -5.80 0.56 -4.16
H -4.75 -2.54 -2.39
H -7.11 -2.49 -3.23
H -6.05 -3.28 -4.40
H -6.50 -1.59 -4.62
C 2.92 -2.73 6.49
C 1.85 -2.09 5.63
O 1.14 -2.73 4.89
N 1.72 -0.74 5.71
C 2.51 0.21 6.47
H 2.90 -3.80 6.31
H 3.91 -2.33 6.23
H 2.74 -2.54 7.55
H 0.99 -0.37 5.11
H 1.87 0.79 7.14
H 3.00 0.90 5.78
H 3.27 -0.28 7.06
C -5.12 4.03 -8.22
C -4.68 2.88 -7.36
O -4.60 2.97 -6.14
N -4.35 1.72 -7.99
C -4.38 1.43 -9.41
H -5.34 4.87 -7.57
H -4.34 4.32 -8.93
H -6.02 3.78 -8.78
H -4.05 0.99 -7.36
H -5.06 0.60 -9.62
H -3.39 1.15 -9.77
H -4.72 2.29 -9.96
C 6.32 1.20 5.25
C 6.69 -0.09 5.93
O 6.96 -0.17 7.12
N 6.69 -1.20 5.14
C 6.37 -1.28 3.72
H 6.34 2.00 5.99
H 7.02 1.44 4.45
H 5.32 1.14 4.82
H 6.93 -2.05 5.62
H 5.52 -1.94 3.54
H 7.23 -1.67 3.16
H 6.13 -0.29 3.33
C 3.95 2.34 0.99
C 5.02 3.05 1.79
O 5.77 2.43 2.53
N 5.08 4.40 1.68
C 4.23 5.24 0.85
H 4.02 1.28 1.19
H 2.96 2.70 1.26
H 4.09 2.50 -0.08
H 5.79 4.83 2.25
H 4.84 5.81 0.14
H 3.67 5.94 1.46
H 3.53 4.64 0.31
C -0.41 5.83 -1.42
C 0.23 4.90 -0.41
O 1.21 5.23 0.24
N -0.33 3.68 -0.26
C -1.47 3.11 -0.95
H 0.16 6.76 -1.43
H -0.38 5.39 -2.42
H -1.44 6.04 -1.16
H 0.14 3.10 0.43
H -2.25 2.85 -0.23
H -1.19 2.20 -1.48
H -1.87 3.82 -1.66
*
```

Electronic energy across the listed records, respectively: -401.5796 -577.2844 -867.2744 -2312.5572 a.u..